1.
48
Properties=species:S:1:pos:R:3:nbo_charge:R:1 method="wB97M-V/def2-TZVPD" charge=+1 e_lumo_ha=-0.158 homo_energy_ev=-10.542
Au -0.65 0.01 0.32 1.216
O -0.40 -2.74 5.91 -0.610
C -0.52 -2.13 4.73 0.406
C -1.75 -1.96 4.06 -0.317
C -1.74 -1.32 2.85 0.078
N -0.64 -0.84 2.27 -0.559
C 0.52 -0.99 2.91 0.158
Br 2.06 -0.28 2.09 0.156
C 0.64 -1.62 4.13 -0.315
H -1.27 -3.04 6.25 0.506
H -2.67 -2.32 4.48 0.248
H -2.66 -1.17 2.31 0.232
H 1.60 -1.72 4.63 0.272
C -0.24 -3.43 0.64 -0.643
C 0.19 -2.96 -0.70 0.259
C 0.79 -3.86 -1.61 -0.256
C 1.20 -3.41 -2.84 -0.086
C 0.99 -2.05 -3.18 -0.126
C 1.39 -1.44 -4.40 -0.086
Br 2.23 -2.46 -5.73 0.100
C 1.18 -0.11 -4.60 -0.214
C 0.56 0.70 -3.61 -0.153
Br 0.28 2.50 -3.95 0.123
C 0.09 0.14 -2.44 0.264
O -0.62 0.82 -1.58 -0.700
C 0.36 -1.24 -2.20 0.186
N 0.01 -1.70 -0.99 -0.551
H -0.31 -4.51 0.67 0.242
H -1.21 -3.00 0.90 0.218
H 0.48 -3.12 1.40 0.224
H 0.92 -4.88 -1.32 0.234
H 1.67 -4.07 -3.54 0.248
H 1.49 0.35 -5.52 0.252
C -1.33 1.78 1.15 -0.506
C -0.73 2.88 0.41 -0.070
C 0.57 3.33 0.74 -0.198
C 1.14 4.38 0.05 -0.165
C 0.40 5.01 -0.96 -0.084
C -0.89 4.59 -1.28 -0.169
C -1.45 3.53 -0.61 -0.154
C 0.98 6.09 -1.68 0.238
N 1.44 6.96 -2.27 -0.259
H -2.40 1.71 1.04 0.227
H -1.06 1.75 2.19 0.219
H 1.12 2.85 1.52 0.215
H 2.13 4.72 0.29 0.236
H -1.45 5.09 -2.06 0.240
H -2.44 3.20 -0.86 0.224

---

2.
12
Properties=species:S:1:pos:R:3:nbo_charge:R:1 method="wB97M-V/def2-TZVPD" relative_energy_ev=2.338 charge=0 e_lumo_ha=-0.015 homo_energy_ev=-8.448
C 1.69 -0.58 0.28 -0.792
C -0.98 -1.63 -0.38 -0.621
C -0.88 2.04 -0.04 -0.076
H 2.76 -0.79 0.32 0.249
H 1.72 0.46 -0.25 0.243
H 1.40 -0.45 1.36 0.234
H -1.75 2.41 0.66 0.167
H -0.42 2.86 -0.73 0.204
N -0.62 0.76 -0.24 -0.581
S 0.66 -1.77 -0.63 0.437
S -1.99 -2.87 -0.90 -0.031
S -1.61 -0.45 0.55 0.566

---

3.
37
Properties=species:S:1:pos:R:3:lowdin_spin:R:1 method="wB97M-V/def2-TZVPD" charge=+2 multiplicity=5 e_lumo_ha="-0.271 / -0.349" homo_energy_ev="-14.993 / -15.758"
Ru 0.05 0.63 0.37 2.517
Br 0.74 -0.95 5.17 0.072
C 2.01 -0.58 3.85 0.145
C 3.37 -0.62 4.13 -0.015
C 4.33 -0.37 3.16 0.201
Br 6.15 -0.46 3.62 0.106
C 3.95 -0.04 1.81 0.030
C 4.82 0.15 0.72 0.033
C 4.28 0.39 -0.53 0.010
C 2.90 0.56 -0.69 0.018
N 2.07 0.41 0.33 0.037
C 2.57 0.06 1.55 0.072
C 1.56 -0.24 2.54 0.152
O 0.35 -0.21 2.17 0.246
H 3.69 -0.86 5.13 -0.003
H 5.89 0.08 0.85 0.002
H 4.92 0.47 -1.40 0.000
H 2.46 0.82 -1.64 0.000
N -3.61 2.81 0.06 0.001
C -2.62 2.46 -1.00 0.003
C -3.07 2.95 -2.35 0.000
P -2.66 0.57 -0.87 0.015
O -1.71 -0.02 -1.99 0.012
O -4.08 0.22 -0.90 0.003
O -1.89 0.34 0.44 0.139
P -0.90 2.94 -0.56 0.010
O -0.80 4.38 -1.17 0.005
O 0.03 1.93 -1.24 0.063
O -0.67 2.87 0.92 0.124
H -4.32 2.03 0.06 0.000
H -4.10 3.70 -0.13 0.000
H -3.15 2.85 0.98 0.001
H -3.96 2.41 -2.68 0.000
H -2.28 2.81 -3.09 0.000
H -3.30 4.02 -2.32 0.000
H -2.16 -0.40 -2.76 0.000
H 0.00 4.89 -0.99 0.000

---

4.
176
Properties=species:S:1:pos:R:3:mulliken_charge:R:1 method="wB97M-V/def2-TZVPD" relative_energy_ev=6.698 charge=0 e_lumo_ha=-0.025 homo_energy_ev=-7.909
Hg 1.07 -2.66 -2.71 0.829
C -2.05 -4.99 -4.66 -1.562
C -1.71 -3.60 -4.04 0.633
C -2.99 -2.85 -3.69 -0.371
O -0.84 -3.74 -2.98 -0.916
H -2.18 -4.86 -5.73 0.380
H -2.94 -5.36 -4.15 0.333
H -1.37 -5.81 -4.42 0.377
H -1.26 -3.01 -4.85 0.051
H -2.59 -1.94 -3.25 -0.511
H -3.54 -3.46 -2.97 0.486
H -3.70 -2.60 -4.48 0.428
C -1.82 -0.93 -0.60 0.327
C -0.40 -0.32 -0.64 2.778
C -0.09 0.49 0.64 -0.578
O 0.67 -1.19 -0.90 1.025
H -1.83 -1.42 -1.58 -0.821
H -2.62 -0.20 -0.50 0.840
H -1.86 -1.65 0.21 -0.195
H -0.36 0.46 -1.42 -1.873
H 0.01 -0.21 1.48 -1.130
H -0.91 1.16 0.92 0.239
H 0.78 1.14 0.56 0.242
C 3.63 -4.54 2.10 -1.516
C 3.67 -3.08 1.68 1.709
C 4.99 -2.37 1.89 -0.220
O 5.24 -2.09 3.28 -0.410
C 5.00 -0.71 3.63 -0.559
N 3.02 -2.86 0.37 -0.223
H 2.62 -4.94 2.00 0.166
H 4.14 -4.55 3.06 0.412
H 4.27 -5.15 1.45 0.377
H 2.99 -2.50 2.33 -0.737
H 5.04 -1.48 1.25 -0.175
H 5.89 -2.88 1.53 0.366
H 5.77 -0.08 3.18 0.378
H 5.03 -0.68 4.72 0.396
H 4.02 -0.33 3.35 -0.008
H 3.42 -2.00 0.00 -0.200
H 2.01 -2.89 0.41 -0.099
C 0.92 4.97 5.53 -0.869
C 2.22 4.22 5.29 0.851
C 2.82 4.45 3.88 -1.003
O 2.01 3.94 2.81 -0.316
C 2.05 2.52 2.65 0.803
N 3.20 4.72 6.26 -0.728
H 0.15 4.38 5.02 -0.077
H 0.90 5.96 5.08 0.299
H 0.55 4.90 6.55 0.412
H 2.12 3.13 5.36 0.019
H 3.76 3.89 3.82 0.346
H 2.93 5.50 3.61 0.353
H 1.50 2.24 1.76 -0.505
H 1.74 1.97 3.53 0.068
H 3.08 2.17 2.49 0.127
H 2.90 4.53 7.21 0.284
H 4.05 4.20 6.12 0.268
C 1.44 -3.52 6.54 -1.674
C 2.18 -2.22 6.17 0.571
C 1.65 -1.50 4.95 0.454
O 0.30 -1.07 5.22 -0.501
C -0.18 -0.20 4.22 0.126
N 2.09 -1.28 7.30 -0.829
H 0.38 -3.27 6.63 0.586
H 1.86 -3.82 7.50 0.434
H 1.65 -4.31 5.82 0.252
H 3.20 -2.52 5.93 0.340
H 1.69 -2.02 3.99 -0.534
H 2.26 -0.60 4.82 0.209
H -0.14 0.86 4.47 0.189
H -1.25 -0.36 4.12 0.238
H 0.27 -0.38 3.24 0.084
H 1.79 -1.82 8.10 0.332
H 1.30 -0.66 7.15 0.307
C -1.80 -5.53 0.89 -1.830
C -1.15 -4.20 1.25 1.119
C -0.51 -4.23 2.67 -0.069
O -1.52 -4.59 3.57 -0.389
C -1.02 -4.66 4.90 -0.316
N -0.27 -3.73 0.17 0.104
H -2.69 -5.70 1.50 0.430
H -1.17 -6.41 0.76 0.316
H -2.31 -5.41 -0.07 0.470
H -1.99 -3.50 1.31 -0.184
H -0.08 -3.26 2.93 0.016
H 0.22 -5.04 2.58 0.229
H -0.30 -5.48 4.94 0.347
H -1.83 -4.88 5.59 0.340
H -0.53 -3.74 5.24 -0.366
H -0.17 -2.74 0.39 -1.058
H -0.78 -3.75 -0.71 0.337
C 1.20 4.64 -2.13 -1.446
C -0.36 4.54 -2.31 0.486
C -1.00 3.60 -1.28 1.012
O -2.40 3.67 -1.16 -0.304
C -3.09 3.24 -2.32 -0.711
N -0.82 5.92 -2.04 -0.834
H 1.51 5.18 -1.24 0.435
H 1.58 5.29 -2.92 0.434
H 1.70 3.67 -2.09 0.056
H -0.68 4.23 -3.30 0.395
H -0.64 3.95 -0.31 0.281
H -0.66 2.57 -1.40 -1.143
H -2.50 2.50 -2.88 0.081
H -3.19 3.96 -3.14 0.369
H -4.06 2.79 -2.12 -0.144
H -1.76 5.78 -1.67 0.333
H -0.46 6.20 -1.13 0.350
C 5.12 -1.71 -3.61 -1.445
C 4.31 -1.29 -2.40 0.556
C 4.84 0.04 -1.84 -0.722
O 4.36 0.28 -0.52 0.159
C 4.53 1.63 -0.08 -0.716
N 2.87 -1.05 -2.77 0.185
H 4.71 -1.21 -4.49 0.271
H 5.12 -2.79 -3.77 0.351
H 6.13 -1.34 -3.46 0.394
H 4.44 -1.91 -1.51 0.380
H 4.46 0.91 -2.40 -0.159
H 5.93 0.13 -1.82 0.579
H 3.79 1.59 0.72 0.056
H 4.13 2.38 -0.77 0.273
H 5.52 1.73 0.37 0.294
H 2.53 -0.53 -1.95 -0.132
H 2.77 -0.30 -3.44 -0.367
C -6.28 0.91 -6.26 -1.491
C -5.59 1.09 -4.95 0.472
C -6.35 0.39 -3.80 -0.867
O -5.60 0.57 -2.60 -0.055
C -5.49 -0.52 -1.68 -0.851
N -4.29 0.43 -5.01 -0.276
H -5.92 1.66 -6.97 0.339
H -7.35 1.07 -6.15 0.372
H -6.11 -0.10 -6.62 0.386
H -5.41 2.14 -4.71 0.175
H -6.60 -0.65 -4.03 0.383
H -7.32 0.88 -3.65 0.356
H -4.47 -0.93 -1.66 0.244
H -6.22 -1.30 -1.90 0.539
H -5.64 -0.09 -0.69 0.377
H -4.30 -0.45 -5.51 0.285
H -4.04 0.24 -4.04 -0.109
C -3.77 0.93 0.39 -0.122
C -4.32 2.30 0.83 0.513
C -3.47 2.92 1.93 -0.800
O -3.11 2.02 2.96 -0.288
C -2.63 2.72 4.10 -0.965
N -4.35 3.18 -0.35 -1.232
H -2.69 0.89 0.43 -0.728
H -4.14 0.70 -0.61 -1.344
H -4.32 0.13 0.89 0.900
H -5.37 2.25 1.11 0.434
H -3.96 3.84 2.26 0.556
H -2.50 3.24 1.52 -0.051
H -1.74 3.31 3.88 0.279
H -2.45 2.00 4.90 0.324
H -3.33 3.42 4.56 0.351
H -3.42 3.43 -0.66 1.135
H -4.75 2.66 -1.13 0.234
C -0.24 0.28 -6.33 -1.985
C 0.80 0.28 -5.20 0.512
C 1.03 1.70 -4.60 -0.298
O 2.32 1.72 -3.98 0.200
C 3.44 1.87 -4.88 -0.929
N 0.18 -0.59 -4.19 0.582
H -1.25 0.58 -6.05 0.292
H -0.14 -0.65 -6.89 0.487
H 0.05 0.96 -7.15 0.493
H 1.74 -0.18 -5.50 0.327
H 0.42 1.82 -3.70 -0.555
H 0.96 2.50 -5.33 0.669
H 3.89 0.96 -5.27 0.183
H 4.17 2.39 -4.27 0.275
H 3.07 2.52 -5.67 0.477
H -0.22 0.05 -3.51 -0.739
H -0.54 -1.18 -4.58 -0.157

---

5.
37
Properties=species:S:1:pos:R:3:nbo_charge:R:1 method="wB97M-V/def2-TZVPD" charge=0 e_lumo_ha=0.001 smiles=CN[C@@H](CO)CSS.O.O.O.O.O.O homo_energy_ev=-8.543
S 1.06 -2.64 2.06 -0.137
S 2.52 -1.43 2.79 0.106
C 1.98 0.28 2.69 -0.555
C 1.30 0.67 1.31 -0.100
C 2.17 1.67 0.63 -0.110
O 2.01 1.77 -0.82 -0.749
N -0.05 1.03 1.63 -0.653
C -0.23 2.24 2.38 -0.418
H 0.36 -2.67 3.22 0.129
H 2.92 0.86 2.68 0.227
H 1.41 0.59 3.57 0.223
H 1.25 -0.24 0.66 0.239
H 2.14 2.76 0.83 0.194
H 3.26 1.54 0.67 0.198
H 1.09 1.91 -1.05 0.470
H -0.83 0.82 1.03 0.394
H 0.39 2.28 3.27 0.185
H -1.29 2.45 2.59 0.208
H 0.01 3.18 1.83 0.160
H -1.20 -2.77 -3.35 0.489
H -1.74 -1.28 -3.53 0.498
O -1.68 -2.05 -2.94 -0.990
H -3.02 0.47 -0.68 0.495
H -3.45 -0.36 -1.94 0.491
O -3.35 0.52 -1.58 -0.978
H -2.82 -2.22 0.51 0.473
H -2.15 -2.33 -0.84 0.491
O -2.72 -1.75 -0.33 -0.966
H -1.00 0.49 -3.50 0.460
H -1.73 1.23 -4.49 0.484
O -0.90 0.72 -4.44 -0.954
H -2.85 1.77 -3.23 0.493
H -3.43 3.21 -3.42 0.487
O -2.89 2.54 -3.82 -0.980
H -0.09 -0.57 -1.96 0.486
H 0.91 0.58 -1.83 0.487
O -0.02 0.34 -1.66 -0.978

---

Table of molar mass (g mol⁻¹), in record order: 803.1, 151.3, 607.1, 1121.0, 261.4